Entry from the OMol25 dataset: a cluster of 2 separate species, C3H5N3 in total in a non-equilibrium geometry (ωB97M-V with the def2-TZVPD basis set).

Structure (XYZ):
```
11
Properties=species:S:1:pos:R:3:forces:R:3:nbo_charge:R:1
N -0.41340 0.71700 -1.85522 0.3 -0.9 0.1 -0.276
C 0.01428 -0.31519 -1.53270 -0.4 0.8 -1.0 0.199
C 0.52385 -1.61183 -1.65720 0.3 -0.9 -0.5 0.195
N 0.93420 -2.66478 -1.90980 -0.4 1.0 0.5 -0.229
C -0.36833 1.09276 0.94964 0.0 0.1 0.2 -0.426
N 0.15800 -0.26366 0.75978 0.0 -0.1 0.4 -0.819
H 0.23027 1.83014 0.39936 0.0 -0.4 0.2 0.213
H -1.37884 1.18646 0.53125 0.3 -0.3 0.1 0.212
H -0.40090 1.38565 2.00194 0.0 0.0 0.0 0.186
H -0.40579 -0.97647 1.21126 0.0 0.2 0.0 0.372
H 1.10667 -0.38009 1.10171 -0.1 0.2 0.0 0.373
```
Forces are in eV/Å.

## Properties
total energy: -7660.3983 eV
highest occupied orbital energy: -9.963 eV
gap between HOMO and LUMO: 10.50 eV
total charge: 0
energy above the lowest of the compared OMol25 structures with the same formula, charge and spin: 198.5 kJ/mol
2S+1: 1